Record 1
Here is C17H39AlBBeBrCl2FN8O18P2S2 as an isolated structure at a distorted geometry from OMol25. Energies are from wB97M-V/def2-TZVPD.

Properties
Molecular weight (g mol⁻¹): 986.23
Highest occupied orbital energy (eV): -14.59
F_max (eV/Å): 4.01
Total charge: +3
E (Eh): -7816.8531
Lowest unoccupied orbital energy (eV): -13.2
HOMO-LUMO gap (eV): 1.39

```
93
Properties=species:S:1:pos:R:3:forces:R:3
C -3.2683 -1.0380 3.3283 0.32 0.18 -0.64
C -3.4715 -1.1660 1.7769 0.08 -0.13 1.44
C -2.5478 -2.2355 1.1214 -1.03 1.04 -0.26
C -1.9460 -1.6380 -0.1607 -0.74 -1.47 -0.43
N -1.2195 -0.3899 -0.0122 0.61 0.81 -0.21
C 0.0439 -0.3952 0.6753 -1.68 -1.76 0.98
N -0.2129 -0.3458 2.0982 0.44 0.33 -0.55
C 1.0393 -1.5195 0.3047 1.50 1.09 -0.40
P 2.2938 -1.9439 1.6644 0.08 -2.27 0.93
O 2.1827 -3.3737 2.0017 -0.43 -0.19 -0.15
C 1.7156 -1.2656 -1.0984 -0.96 -0.74 0.03
O 0.5664 -1.2985 -2.0029 0.35 0.42 1.18
N 0.9529 -1.0631 -3.3455 -0.09 -0.23 -0.70
O 0.0014 -0.9667 -3.9895 0.05 -0.09 -0.41
B 2.6254 -2.5430 -1.5339 1.69 -1.07 -0.08
O 3.8183 -2.3938 -2.2291 -0.95 0.68 0.03
O 2.2591 -3.7897 -1.1781 -0.76 0.96 -0.51
N 2.3419 0.0949 -1.2974 -0.86 0.10 0.90
C 3.6269 0.3162 -0.5972 0.90 1.77 0.49
C 4.3427 1.6784 -1.0113 0.62 -0.98 0.79
C 5.5891 1.8202 -0.1137 0.01 0.77 -0.89
N 6.8523 1.8910 -0.7089 -0.36 -0.22 0.29
O 5.5308 1.9045 1.0988 -0.17 -0.32 1.52
C 1.3154 1.0028 -0.9187 0.56 0.31 -0.86
N 0.8995 1.8924 -1.7783 0.37 0.36 1.07
C -0.2831 2.7947 -1.5101 -0.74 -0.06 -1.28
C -1.5246 2.2409 -2.2984 -0.27 0.52 -0.14
C -2.9120 2.6969 -1.7775 0.53 -0.66 0.13
C -3.2367 2.2289 -0.3361 0.19 1.50 -0.92
S -4.4340 3.3902 0.4290 -2.37 -3.22 0.30
O -5.5906 3.4305 -0.3754 0.31 0.74 -1.24
O -4.6423 3.1060 1.7965 1.39 0.49 0.69
Cl -3.6857 5.4185 0.3357 0.92 1.05 -1.01
P 1.6227 2.1126 -3.4464 0.54 0.13 -1.82
O 0.6675 1.7604 -4.4798 -0.67 -0.07 0.13
N 0.6701 0.9278 0.3315 0.39 1.18 0.65
S 1.1840 1.8267 1.6194 1.84 0.70 1.53
O 1.8480 3.0910 1.0959 -1.86 -1.46 -0.65
O 2.0890 1.2195 2.4929 0.04 -0.95 0.19
F 0.0189 2.3795 2.4537 -0.05 -0.26 -1.43
H -4.1802 -1.3066 3.8644 0.27 0.00 0.06
H -2.9973 -0.0124 3.6218 -0.20 -0.17 0.01
H -2.4380 -1.6738 3.6564 -0.32 -0.02 0.19
H -4.5237 -1.4123 1.6238 0.24 -0.03 -0.29
H -3.3334 -0.1801 1.3186 0.06 -0.26 -0.04
H -1.8305 -2.6679 1.8291 0.02 0.14 -0.17
H -3.2149 -3.0426 0.7981 0.46 -0.10 -0.01
H -1.4049 -2.4372 -0.7022 0.29 0.47 0.11
H -2.8057 -1.4210 -0.8080 0.22 0.18 0.16
H -1.1978 0.1684 -0.8515 -0.03 -0.43 -0.22
H -0.2492 -1.2723 2.5149 0.06 0.17 0.33
H -1.1011 0.1214 2.2648 -0.22 -0.46 -0.01
H 0.5659 -2.5021 0.1754 -0.23 0.32 0.37
H 3.6332 -1.7360 1.2461 -0.32 0.85 -0.27
H 2.0406 -1.2271 2.8504 0.20 0.80 -0.65
H 3.5815 -2.0050 -3.0856 0.63 0.14 -0.05
H 1.3563 -3.9686 -1.5372 0.08 -0.59 0.48
H 3.5478 0.3879 0.5006 -0.33 -0.26 -0.24
H 4.3830 -0.4463 -0.8054 -0.68 -0.37 -0.31
H 4.7248 1.6460 -2.0358 -0.50 0.32 -0.03
H 3.7093 2.6174 -0.8034 1.99 -2.19 -0.77
H 7.5270 1.5477 -0.0212 0.06 -0.02 -0.08
H 7.0981 2.8827 -0.8027 -0.03 -0.10 -0.69
H -0.4583 2.9811 -0.4502 0.16 -0.43 -0.06
H -0.0294 3.7637 -1.9648 0.08 -0.19 0.16
H -1.5041 1.1506 -2.4301 0.06 0.19 0.26
H -1.4344 2.6287 -3.3203 0.00 -0.22 0.15
H -3.6549 2.2249 -2.4343 0.03 0.27 0.09
H -3.0132 3.7938 -1.9250 0.10 -0.06 0.14
H -3.8382 1.3006 -0.4280 -0.02 0.08 0.51
H -2.3614 2.1144 0.3079 -0.33 0.02 0.15
H 1.9813 3.4843 -3.4371 -0.11 -0.28 0.62
H 2.8207 1.3774 -3.5419 -0.17 0.15 0.78
Br 4.7201 2.6512 3.0320 0.16 -0.06 -0.38
C -0.1367 -5.2115 -3.5736 0.30 0.53 -1.91
O -0.0200 -4.3664 -2.5872 -0.24 -0.15 0.21
H -0.9055 -4.9752 -4.3379 -0.60 0.06 0.62
H 0.7855 -5.4187 -4.1621 0.41 -0.29 0.74
H -0.4393 -6.2638 -3.2778 -0.01 -0.10 0.38
Be -3.2916 6.0485 -1.9236 -0.48 -0.38 1.11
O -6.8419 0.7923 -1.0074 0.29 0.07 0.02
Cl -5.8311 0.0463 -1.6954 -1.16 -0.34 -0.43
O -6.4207 -1.0548 -2.3876 0.32 0.11 0.12
O -4.8545 -0.4476 -0.7346 0.48 0.17 0.14
O -5.1390 0.9139 -2.6316 0.29 0.16 0.02
Al 2.4581 3.7021 -0.5232 -1.14 3.38 0.23
C 1.5622 -2.5273 5.8611 0.09 -0.07 -0.22
N 0.3788 -1.7032 6.2222 0.07 -0.12 -0.21
O -0.4090 -1.4410 5.3191 0.03 0.15 -0.07
O 0.2802 -1.3434 7.3624 -0.12 0.10 0.07
H 1.4902 -2.7539 4.8042 0.01 -0.14 -0.03
H 2.4486 -1.9372 6.0782 -0.02 -0.06 0.16
H 1.5450 -3.4354 6.4565 0.02 0.07 0.09
```
Positions in Å, forces in eV/Å.

Mulliken atomic charge list, values in e, 8 entries: -1.393 0.694 -1.374 0.030 1.347 -0.628 -0.259 -0.736

***

Record 2
Here is C17H39B3N3O18P3S as an isolated structure at a distorted geometry from OMol25. Energies are from wB97M-V/def2-TZVPD.

Properties
Molecular weight (g mol⁻¹): 730.93
Highest occupied orbital energy (eV): -9.22
F_max (eV/Å): 2.00
E (Eh): -3687.1396
Lowest unoccupied orbital energy (eV): 0.2
HOMO-LUMO gap (eV): 9.38

```
84
Properties=species:S:1:pos:R:3:forces:R:3
C -1.6564 4.1577 -1.6113 -0.05 -0.01 -0.36
C -0.9304 2.9404 -2.1521 0.03 0.19 -0.02
O -0.0799 3.3250 -3.2324 0.05 -0.10 -0.03
C -1.8938 1.8589 -2.6560 0.33 -0.37 -0.09
B -1.1646 0.4897 -2.5668 -0.70 -0.32 -0.24
O -1.2243 -0.2510 -1.3903 0.37 1.05 0.18
B 0.0590 -0.6161 -1.0400 -0.21 -0.93 0.14
C 0.7503 -0.0121 0.2239 -0.26 -0.27 -0.29
C -0.2086 0.4376 1.3131 0.42 0.04 0.27
S -1.4472 -0.8265 1.6994 0.08 -0.22 0.09
C -2.8705 0.1312 1.8559 -1.23 -0.31 0.63
N -3.9769 -0.2550 2.4486 0.90 0.81 -0.72
N -4.8785 0.8049 2.2808 1.10 0.69 -0.75
C -4.2311 1.7275 1.6245 -1.11 -1.34 0.98
O -2.9618 1.3747 1.3176 -0.22 -0.05 0.07
O 0.7083 -1.4486 -1.9574 0.22 0.69 0.10
B 0.4535 -1.0969 -3.2536 -0.07 -1.04 -0.58
N 1.0551 -1.8669 -4.3649 -0.25 0.84 0.80
C 1.4437 -1.1242 -5.2503 -0.49 -1.13 0.75
O 1.8557 -0.4700 -6.0893 0.72 0.98 -1.46
O -0.3688 -0.0336 -3.5698 0.31 0.15 0.14
H -1.9009 4.8068 -2.4438 -0.10 0.15 -0.21
H -1.0367 4.7159 -0.9241 0.13 0.16 0.22
H -2.5861 3.8700 -1.1387 -0.15 -0.01 0.34
H -0.3075 2.5441 -1.3498 0.10 -0.19 0.22
H 0.8346 3.2501 -2.9562 0.12 0.09 0.00
H -2.7542 1.8310 -2.0011 -0.35 -0.01 0.05
H -2.1794 2.0908 -3.6745 -0.20 0.23 -0.17
H 1.5365 -0.6629 0.5866 0.12 -0.22 0.16
H 1.2611 0.8877 -0.1237 0.30 0.16 -0.08
H -0.6757 1.3746 1.0551 -0.36 0.06 -0.23
H 0.3426 0.6318 2.2218 0.10 0.06 0.25
H -4.6489 2.6738 1.3512 0.28 0.31 -0.22
C 7.3753 -4.1883 -4.1318 -0.02 -0.05 -0.06
O 7.0490 -2.8565 -4.5635 -0.04 -0.06 -0.03
P 6.7044 -1.7689 -3.4550 0.12 -0.05 0.06
O 7.5320 -1.8121 -2.2599 0.05 0.04 0.23
O 5.1532 -1.9608 -3.1563 -0.04 0.01 -0.16
C 4.3199 -2.7938 -3.9704 -0.08 -0.14 0.01
O 6.8302 -0.4176 -4.2485 -0.08 0.14 -0.10
C 5.9985 -0.1061 -5.3694 -0.01 0.04 -0.03
H 8.4495 -4.3335 -4.2130 0.02 0.03 0.02
H 7.0685 -4.3636 -3.1016 0.02 0.04 0.03
H 6.8598 -4.8870 -4.7874 0.00 0.03 -0.04
H 4.4072 -3.8295 -3.6416 0.01 -0.02 -0.03
H 4.5908 -2.7273 -5.0231 0.02 -0.02 -0.01
H 3.2898 -2.4758 -3.8440 0.09 0.04 0.14
H 4.9534 -0.3402 -5.1658 0.01 -0.03 0.03
H 6.3395 -0.6434 -6.2538 -0.01 -0.05 0.01
H 6.0841 0.9628 -5.5411 0.06 0.01 0.02
C -6.6965 -1.5247 4.0874 0.08 0.05 -0.11
O -8.1043 -1.4259 4.3961 0.04 0.00 -0.03
P -8.9497 -2.7647 4.4901 0.09 0.07 -0.03
O -8.3096 -3.8902 5.1512 0.02 -0.16 0.03
O -9.3828 -3.0775 2.9861 -0.03 0.14 -0.03
C -9.2083 -2.1497 1.9105 0.01 -0.08 -0.04
O -10.2639 -2.2862 5.2197 -0.14 0.00 0.00
C -11.1288 -1.3000 4.6610 -0.04 0.04 0.01
H -6.1217 -1.3606 4.9950 -0.03 -0.03 0.04
H -6.4435 -2.5013 3.6771 -0.04 -0.06 0.06
H -6.4527 -0.7582 3.3594 -0.08 0.08 0.03
H -8.1953 -2.2228 1.5151 0.02 0.01 0.02
H -9.3979 -1.1233 2.2193 0.03 0.01 0.04
H -9.9146 -2.4270 1.1316 -0.01 -0.05 0.02
H -11.3172 -1.4913 3.6042 0.03 -0.02 0.00
H -10.7049 -0.3045 4.7935 0.04 0.00 -0.04
H -12.0728 -1.3635 5.1952 0.02 -0.02 0.05
C 3.1364 0.4580 3.0212 -0.10 -0.02 0.07
O 3.9385 1.6195 3.2827 0.08 -0.08 -0.02
P 4.1889 2.5819 2.0368 -0.18 0.13 0.07
O 3.0397 2.7489 1.1531 -0.04 -0.01 -0.13
O 5.4695 1.9957 1.3170 0.17 -0.16 0.07
C 6.3143 0.9955 1.9130 0.01 0.03 -0.07
O 4.6432 3.9253 2.7162 0.03 0.07 0.02
C 5.8287 4.0171 3.5094 0.06 0.05 0.04
H 2.1390 0.6388 3.4158 -0.01 -0.05 0.01
H 3.0707 0.2739 1.9505 -0.03 -0.08 0.00
H 3.5710 -0.4073 3.5170 0.13 0.10 0.06
H 5.9022 0.0055 1.7317 -0.06 -0.04 0.00
H 6.4320 1.1547 2.9839 -0.03 -0.02 -0.02
H 7.2792 1.0622 1.4242 0.06 0.06 -0.08
H 6.6682 3.5214 3.0224 -0.02 -0.01 -0.03
H 5.6574 3.5884 4.4963 -0.01 -0.05 -0.01
H 6.0622 5.0729 3.6101 -0.05 0.02 0.00
```
Positions in Å, forces in eV/Å.

Mulliken atomic charge list, values in e, 8 entries: -1.660 1.151 -0.607 -0.604 0.317 0.027 0.571 -0.620

***

Record 3
Here is a 11-piece molecular cluster, C17H39Br12N5O10 overall at a distorted geometry from OMol25. Energies are from wB97M-V/def2-TZVPD.

Properties
Molecular weight (g mol⁻¹): 1432.37
Highest occupied orbital energy (eV): -9.46
F_max (eV/Å): 3.25
E (Eh): -32584.9928
Energy relative to the best compared isomer or geometry (same formula, charge and spin) (kJ/mol): 135.5
Lowest unoccupied orbital energy (eV): -0.7
HOMO-LUMO gap (eV): 8.77

```
83
Properties=species:S:1:pos:R:3:forces:R:3
C 12.1763 23.0812 13.0944 0.27 0.52 0.09
N 11.2373 22.3039 12.3104 -1.85 -1.66 0.32
O 11.2220 21.0766 12.4533 0.07 1.48 -0.55
O 10.4144 22.9549 11.6716 0.63 -0.72 0.07
H 12.5793 23.7545 12.3379 0.56 0.14 0.57
H 12.8596 22.4276 13.6366 0.05 0.20 -0.43
H 11.5466 23.6321 13.7929 0.17 0.17 -0.01
C 4.5112 28.5404 6.6293 0.31 0.13 -0.13
N 5.1044 28.2741 7.9934 -0.08 0.50 0.43
O 6.1452 28.8737 8.2082 -0.05 -0.21 -0.11
O 4.5406 27.5814 8.8250 0.11 0.23 -1.15
H 5.3270 28.4845 5.9086 -0.02 -0.70 0.13
H 4.2798 29.6032 6.5585 -0.45 -0.10 0.58
H 3.6610 27.8919 6.4179 0.26 0.11 0.19
C 7.6602 31.8613 13.5769 -0.52 -0.16 -1.14
N 7.4210 30.5128 12.9204 0.62 -2.88 0.02
O 6.8468 30.4071 11.8375 0.75 1.02 1.48
O 7.8537 29.4816 13.5277 -0.83 2.97 -1.03
H 6.6841 32.2562 13.8588 0.00 -0.57 0.81
H 7.9020 32.5928 12.8058 0.65 -0.45 -0.25
H 8.4363 31.7296 14.3308 -0.51 0.13 -0.02
C 13.2234 29.7837 9.3035 -0.61 -0.41 -0.27
N 14.4738 29.7001 10.0981 0.32 -0.89 1.14
O 15.4667 30.1772 9.5802 -0.42 -0.26 0.62
O 14.4378 29.1032 11.2016 0.06 1.34 -2.15
H 12.9824 30.8120 9.0339 0.18 -0.01 0.45
H 12.4252 29.2648 9.8342 0.18 0.39 0.09
H 13.3785 29.2593 8.3606 0.35 0.00 0.20
C 11.2858 29.0953 13.9470 0.53 -0.05 -0.38
N 12.0543 28.3739 14.9972 0.23 1.24 0.78
O 12.1772 27.1777 14.9444 -0.08 -0.37 -0.06
O 12.5387 29.1095 15.8536 -0.25 -0.77 -0.30
H 10.3246 29.4210 14.3446 0.08 -0.29 -0.01
H 11.2182 28.4278 13.0879 -0.23 0.21 0.10
H 11.9205 29.9563 13.7375 -0.28 -0.02 -0.21
Br 14.0528 26.2579 9.2517 -0.05 -0.21 -0.43
C 13.6226 25.8102 7.3790 0.65 -0.33 0.08
C 12.6152 26.7913 6.8619 -0.27 0.03 -0.35
Br 12.3466 26.4895 4.9240 -0.01 0.03 0.53
H 13.2663 24.7812 7.3310 -0.20 0.18 0.27
H 14.5755 25.8131 6.8498 -0.13 0.34 0.03
H 12.9157 27.8358 6.9445 0.09 -0.27 0.00
H 11.6576 26.6427 7.3609 0.06 0.08 -0.29
Br 6.5426 20.8155 12.8362 0.32 0.51 0.97
C 7.5943 21.9451 14.1014 0.28 0.76 -0.38
C 7.4787 23.4640 13.7326 -0.10 -1.90 -0.14
Br 8.5045 24.4725 15.0454 -0.02 -0.05 -0.37
H 8.6235 21.6313 13.9273 -0.09 0.03 -0.07
H 7.3847 21.7297 15.1492 -0.57 -0.10 -0.28
H 6.4584 23.8471 13.7130 0.18 -0.10 0.15
H 7.9144 23.5101 12.7345 0.09 0.70 0.21
Br 10.1873 29.7022 6.8829 -0.79 0.52 0.80
C 8.7199 30.6162 7.9162 0.06 0.44 -1.04
C 9.1108 31.9941 8.4274 0.00 -0.37 1.12
Br 10.1586 31.8021 10.1270 -0.20 0.17 -0.70
H 8.2593 29.9585 8.6533 0.73 -0.02 0.17
H 7.9351 30.7351 7.1692 0.16 0.12 -0.18
H 8.2356 32.5457 8.7709 -0.15 -0.29 -0.06
H 9.6478 32.6734 7.7653 0.23 -0.57 -0.05
Br 6.4419 26.7089 12.0149 1.18 0.30 -0.16
C 8.0225 27.3457 10.9860 -0.31 0.49 -0.71
C 9.3078 26.5860 11.2013 0.05 0.30 -0.63
Br 10.5192 27.3286 9.7260 -0.84 -0.64 1.08
H 8.1717 28.4212 11.0821 -0.28 -0.10 0.84
H 7.7182 27.2849 9.9411 -0.15 -0.54 0.08
H 9.1721 25.5181 11.0300 0.36 0.09 -0.02
H 9.8406 26.8057 12.1265 -0.23 -0.13 -0.12
Br 6.8555 22.9326 10.0876 -0.42 1.71 -0.65
C 5.8423 24.5094 9.2810 -0.48 -1.51 -0.68
C 4.4835 23.9754 8.8250 -0.30 0.06 0.94
Br 3.4525 23.3167 10.3824 0.03 0.25 -0.26
H 6.3781 24.8325 8.3885 0.30 -0.15 0.13
H 5.7027 25.3605 9.9476 0.30 -0.53 0.30
H 4.4519 23.1076 8.1661 0.51 0.35 -0.08
H 3.8903 24.8009 8.4317 0.02 -0.08 -0.08
Br 3.8670 30.6267 13.2267 -0.19 0.11 0.07
C 3.7761 28.8641 12.4044 -0.37 0.15 -1.22
C 2.3171 28.5266 12.0676 0.76 -0.86 0.85
Br 2.3035 26.7467 11.1559 -0.04 0.75 0.46
H 4.3281 28.2042 13.0737 -0.55 -0.07 -0.16
H 4.2874 28.9270 11.4439 0.42 0.11 0.32
H 1.8486 29.2459 11.3959 0.13 -0.14 0.22
H 1.7833 28.3843 13.0072 -0.37 0.08 -0.38
```
Positions in Å, forces in eV/Å.

Mulliken atomic charge list, values in e, 8 entries: -0.636 0.825 -0.516 -0.447 0.252 0.288 0.242 -0.867

***

Q: Which of these has the lowest F_max?
A: C17H39B3N3O18P3S